{"formula": "C48H72BeN5O8", "method": "wB97M-V/def2-TZVPD", "symbols": ["Be", "C", "C", "O", "H", "H", "H", "H", "H", "N", "C", "C", "C", "C", "C", "H", "H", "H", "H", "H", "N", "C", "C", "C", "C", "C", "H", "H", "H", "H", "H", "N", "C", "C", "C", "C", "C", "H", "H", "H", "H", "H", "N", "C", "C", "C", "C", "C", "H", "H", "H", "H", "H", "N", "C", "C", "C", "C", "C", "H", "H", "H", "H", "H", "C", "C", "O", "C", "H", "H", "H", "H", "H", "H", "C", "C", "O", "C", "H", "H", "H", "H", "H", "H", "C", "C", "O", "C", "H", "H", "H", "H", "H", "H", "C", "C", "O", "C", "H", "H", "H", "H", "H", "H", "C", "C", "O", "C", "H", "H", "H", "H", "H", "H", "C", "C", "O", "C", "H", "H", "H", "H", "H", "H", "C", "C", "O", "C", "H", "H", "H", "H", "H", "H"], "positions_angstrom": [[-12.83, 19.38, -18.42], [-9.77, 15.34, -13.22], [-9.35, 16.35, -14.31], [-10.27, 17.35, -14.69], [-10.54, 14.61, -13.45], [-10.06, 15.85, -12.31], [-8.92, 14.73, -12.92], [-9.05, 15.78, -15.18], [-8.41, 16.79, -13.98], [-15.07, 19.28, -8.76], [-15.88, 19.17, -7.66], [-16.38, 17.95, -7.19], [-15.94, 16.74, -7.76], [-15.07, 16.88, -8.86], [-14.68, 18.13, -9.34], [-16.27, 20.08, -7.23], [-17.00, 17.85, -6.31], [-16.17, 15.77, -7.34], [-14.62, 16.01, -9.31], [-13.97, 18.26, -10.14], [-16.73, 16.60, -16.80], [-16.74, 16.11, -15.54], [-17.79, 15.23, -15.07], [-18.83, 14.95, -15.95], [-18.91, 15.50, -17.23], [-17.87, 16.33, -17.59], [-15.79, 16.19, -15.03], [-17.73, 14.78, -14.09], [-19.63, 14.31, -15.60], [-19.67, 15.28, -17.97], [-17.98, 16.78, -18.56], [-15.54, 22.74, -15.75], [-16.60, 23.46, -16.21], [-17.23, 24.41, -15.48], [-16.85, 24.66, -14.14], [-15.74, 23.95, -13.67], [-15.10, 23.00, -14.47], [-16.77, 23.33, -17.27], [-18.02, 24.99, -15.94], [-17.39, 25.39, -13.55], [-15.38, 23.94, -12.66], [-14.30, 22.36, -14.14], [-10.22, 23.78, -18.80], [-9.35, 24.22, -17.86], [-8.51, 25.33, -18.04], [-8.63, 26.08, -19.16], [-9.42, 25.69, -20.22], [-10.22, 24.57, -19.94], [-9.36, 23.60, -16.97], [-7.81, 25.61, -17.27], [-7.98, 26.92, -19.36], [-9.51, 26.18, -21.18], [-10.97, 24.25, -20.64], [-15.26, 6.56, -15.03], [-15.82, 7.78, -15.23], [-15.13, 8.92, -14.84], [-13.88, 8.81, -14.27], [-13.36, 7.56, -14.02], [-14.04, 6.40, -14.42], [-16.82, 7.77, -15.63], [-15.53, 9.89, -15.09], [-13.35, 9.74, -14.09], [-12.32, 7.45, -13.72], [-13.58, 5.42, -14.40], [-6.22, 22.73, -9.31], [-7.04, 22.69, -10.53], [-6.67, 23.28, -11.53], [-8.31, 21.83, -10.46], [-6.27, 21.79, -8.77], [-6.75, 23.42, -8.65], [-5.19, 23.04, -9.50], [-9.07, 22.26, -9.82], [-8.03, 20.85, -10.08], [-8.82, 21.72, -11.42], [-3.55, 20.08, -14.77], [-3.67, 20.03, -16.21], [-2.91, 19.39, -16.87], [-4.61, 20.97, -16.93], [-2.84, 19.32, -14.46], [-4.41, 19.79, -14.17], [-3.13, 21.04, -14.48], [-5.64, 20.63, -16.88], [-4.29, 21.17, -17.95], [-4.59, 21.93, -16.43], [-1.82, 13.08, -16.94], [-2.04, 13.56, -15.57], [-1.13, 14.04, -14.92], [-3.50, 13.42, -15.04], [-2.03, 12.01, -16.94], [-0.82, 13.25, -17.33], [-2.48, 13.48, -17.71], [-3.70, 12.37, -14.85], [-4.27, 13.82, -15.70], [-3.60, 13.89, -14.06], [-5.20, 16.94, -8.21], [-3.76, 16.53, -8.10], [-3.52, 15.38, -7.93], [-2.64, 17.54, -8.27], [-5.14, 17.80, -8.87], [-5.55, 17.19, -7.20], [-5.78, 16.14, -8.66], [-1.58, 17.29, -8.33], [-2.60, 18.25, -7.45], [-2.81, 18.22, -9.10], [-6.87, 17.23, -21.31], [-7.75, 18.21, -21.96], [-8.77, 18.64, -21.47], [-7.51, 18.58, -23.41], [-5.79, 17.39, -21.36], [-7.05, 16.22, -21.66], [-7.04, 17.25, -20.23], [-7.08, 17.76, -24.00], [-6.79, 19.40, -23.35], [-8.46, 18.93, -23.80], [-10.65, 12.86, -6.83], [-11.10, 11.91, -7.94], [-12.30, 11.66, -8.14], [-10.03, 11.36, -8.83], [-10.01, 12.36, -6.11], [-11.47, 13.35, -6.30], [-10.13, 13.71, -7.27], [-10.33, 11.38, -9.88], [-9.84, 10.34, -8.50], [-9.06, 11.86, -8.76], [-13.76, 11.94, -20.18], [-12.64, 12.70, -19.51], [-12.58, 13.92, -19.62], [-11.47, 11.93, -18.93], [-14.50, 12.60, -20.64], [-14.36, 11.27, -19.57], [-13.37, 11.28, -20.96], [-10.80, 12.66, -18.49], [-10.87, 11.37, -19.65], [-11.94, 11.32, -18.16]], "mulliken_charge": [0.6441, -0.9538, -0.0538, -0.2029, 0.2916, 0.3011, 0.3437, 0.3044, 0.2863, -0.5307, -0.2173, -0.2998, -0.2996, -0.3200, -0.1491, 0.3555, 0.3387, 0.3990, 0.3466, 0.3773, -0.5205, -0.1833, -0.4310, -0.1592, -0.3440, -0.1311, 0.3657, 0.3563, 0.3579, 0.3656, 0.3360, -0.5395, -0.1632, -0.3176, -0.2553, -0.3727, -0.1315, 0.3540, 0.3398, 0.3915, 0.3270, 0.3834, -0.5311, -0.1712, -0.4309, -0.1995, -0.3928, -0.1148, 0.4036, 0.3525, 0.3581, 0.3752, 0.3583, -0.5345, -0.2078, -0.3432, -0.1790, -0.3546, -0.1666, 0.3747, 0.3569, 0.3626, 0.3199, 0.3715, -1.0021, 0.8328, -0.5669, -1.0499, 0.3025, 0.2901, 0.3089, 0.3138, 0.2780, 0.2920, -1.0829, 0.8354, -0.5432, -1.0127, 0.3237, 0.3124, 0.2853, 0.2612, 0.3075, 0.3135, -1.0821, 0.8312, -0.5281, -1.0703, 0.2974, 0.3050, 0.3266, 0.3117, 0.3171, 0.2917, -0.8355, 0.7565, -0.5120, -1.1177, 0.2392, 0.2586, 0.2818, 0.3426, 0.3132, 0.2734, -1.0645, 0.7501, -0.5641, -0.9518, 0.3524, 0.2791, 0.2979, 0.3300, 0.2677, 0.3061, -1.0225, 0.7428, -0.5711, -0.9522, 0.3059, 0.3179, 0.2910, 0.3061, 0.2782, 0.3039, -1.0627, 0.8089, -0.5718, -0.9514, 0.3041, 0.3261, 0.2958, 0.2412, 0.3132, 0.2969], "e_homo_ev": -10.75, "e_tot_ev": -75155.3541, "charge": 1, "lumo_ev": -9.0}



{"formula": "C19H48F5InO22P5S", "method": "wB97M-V/def2-TZVPD", "symbols": ["C", "C", "C", "O", "O", "C", "C", "In", "P", "O", "O", "S", "O", "O", "C", "F", "F", "C", "F", "F", "F", "H", "H", "H", "H", "H", "H", "H", "H", "H", "H", "H", "H", "C", "O", "P", "O", "O", "C", "O", "C", "H", "H", "H", "H", "H", "H", "H", "H", "H", "C", "O", "P", "O", "O", "C", "O", "C", "H", "H", "H", "H", "H", "H", "H", "H", "H", "C", "O", "P", "O", "O", "C", "O", "C", "H", "H", "H", "H", "H", "H", "H", "H", "H", "C", "O", "P", "O", "O", "C", "O", "C", "H", "H", "H", "H", "H", "H", "H", "H", "H"], "positions_angstrom": [[-7.05, -2.83, -6.28], [-6.95, -3.96, -7.42], [-5.75, -3.64, -8.41], [-6.00, -2.90, -9.39], [-4.41, -4.08, -8.26], [-3.93, -3.87, -6.89], [-3.61, -2.31, -6.67], [-3.39, -1.68, -4.52], [-0.98, -1.10, -3.87], [0.09, -1.60, -5.13], [-0.62, -2.18, -2.55], [-4.28, -3.42, -2.87], [-5.80, -3.51, -2.96], [-3.88, -2.91, -1.50], [-3.61, -5.12, -3.28], [-4.62, -5.83, -3.96], [-2.48, -4.98, -4.13], [-3.17, -6.01, -2.02], [-3.43, -7.37, -2.38], [-3.88, -5.78, -0.86], [-1.77, -5.93, -1.87], [-6.95, -1.77, -6.69], [-8.02, -3.00, -5.71], [-6.19, -2.98, -5.54], [-6.85, -5.00, -6.96], [-7.92, -3.93, -8.01], [-2.95, -4.46, -6.77], [-4.64, -4.30, -6.10], [-2.63, -2.06, -7.23], [-4.40, -1.63, -7.16], [-4.48, -0.25, -4.28], [-0.29, -2.44, -5.49], [-0.16, -2.97, -2.92], [-0.55, -1.62, 3.56], [-1.95, -1.30, 3.60], [-2.34, 0.25, 2.95], [-3.74, 0.13, 3.55], [-2.33, -0.38, 1.43], [-2.95, -1.64, 1.18], [-2.71, 1.80, 2.31], [-3.88, 1.95, 1.52], [-0.43, -2.66, 3.85], [-0.15, -1.48, 2.55], [-0.01, -0.98, 4.26], [-3.73, -1.87, 1.90], [-2.19, -2.43, 1.19], [-3.39, -1.62, 0.18], [-4.77, 1.64, 2.07], [-3.80, 1.40, 0.58], [-3.99, 3.01, 1.28], [-0.81, 1.52, 7.80], [0.31, 0.81, 7.27], [1.78, 1.70, 7.29], [2.40, 0.65, 6.38], [2.02, 1.30, 8.87], [1.77, -0.03, 9.31], [3.24, 2.61, 7.30], [4.44, 1.95, 7.64], [-1.65, 0.84, 7.89], [-0.58, 1.93, 8.79], [-1.07, 2.33, 7.12], [1.87, -0.75, 8.50], [0.78, -0.09, 9.75], [2.50, -0.27, 10.09], [4.63, 1.10, 6.99], [4.43, 1.63, 8.68], [5.26, 2.66, 7.51], [-2.00, 3.81, -1.07], [-0.89, 3.09, -1.60], [0.60, 3.94, -1.60], [1.23, 2.90, -2.51], [0.83, 3.55, -0.01], [0.58, 2.22, 0.42], [2.01, 4.93, -1.56], [3.24, 4.33, -1.21], [-2.84, 3.12, -0.98], [-1.76, 4.21, -0.08], [-2.27, 4.63, -1.74], [0.68, 1.50, -0.39], [-0.42, 2.17, 0.86], [1.31, 1.97, 1.20], [3.49, 3.49, -1.86], [3.23, 4.01, -0.16], [4.02, 5.09, -1.32], [9.69, 4.43, 1.19], [8.31, 4.20, 0.88], [8.04, 3.05, -0.37], [6.58, 3.47, -0.49], [8.22, 1.82, 0.71], [7.56, 1.88, 1.97], [7.94, 1.91, -1.65], [6.93, 0.92, -1.60], [9.74, 5.05, 2.09], [10.20, 3.48, 1.38], [10.17, 4.95, 0.36], [6.67, 2.52, 1.94], [8.25, 2.26, 2.73], [7.26, 0.87, 2.25], [5.93, 1.37, -1.53], [7.09, 0.24, -0.76], [6.98, 0.35, -2.52]], "mulliken_charge": [-0.4994, -0.4093, 0.4083, -0.5758, -0.3780, 0.1337, -0.7890, 0.6428, 0.1585, -0.5617, -0.4442, 0.4957, -0.6514, -0.5355, 0.6443, -0.2870, -0.2645, 0.5464, -0.2796, -0.1872, -0.2208, 0.2198, 0.3310, -0.0913, 0.3044, 0.3311, 0.1590, -0.1124, 0.3395, 0.2475, -0.3015, 0.3193, 0.2602, -0.6498, -0.3387, 0.9808, -0.6521, -0.0908, -0.7070, -0.4553, -0.6030, 0.2514, 0.3290, 0.2133, 0.4296, 0.2707, 0.2842, 0.3105, 0.2107, 0.2787, -0.8106, -0.2320, 1.0594, -0.6103, -0.3397, -0.6354, -0.4706, -0.5101, 0.2507, 0.3872, 0.3174, 0.3328, 0.2467, 0.2679, 0.2661, 0.2214, 0.2577, -0.7708, -0.1402, 0.9144, -0.6062, -0.4141, -0.3589, -0.5138, -0.4871, 0.1604, 0.3380, 0.3784, 0.3734, -0.0823, 0.3652, 0.3301, 0.2459, 0.2600, -0.7523, -0.2936, 0.9430, -0.4610, -0.3405, -0.6127, -0.4716, -0.4165, 0.2369, 0.3528, 0.3056, 0.3297, 0.2277, 0.2715, 0.1984, 0.2173, 0.2587], "e_homo_ev": -4.56, "e_tot_ev": -141555.5837, "charge": -1, "lumo_ev": -1.9}



{"formula": "C49H41BrClN5O3SSrTe", "method": "wB97M-V/def2-TZVPD", "symbols": ["Sr", "Cl", "C", "C", "C", "C", "O", "C", "C", "O", "C", "H", "H", "H", "H", "C", "C", "N", "C", "C", "C", "C", "C", "C", "C", "C", "C", "N", "C", "H", "H", "H", "H", "H", "H", "H", "H", "C", "C", "C", "C", "C", "Br", "N", "C", "H", "H", "H", "H", "H", "H", "S", "C", "N", "C", "C", "C", "C", "C", "C", "Te", "N", "C", "O", "C", "C", "C", "C", "C", "C", "C", "C", "C", "C", "C", "C", "C", "C", "C", "C", "H", "H", "H", "H", "H", "H", "H", "H", "H", "H", "H", "H", "H", "H", "H", "H", "H", "H", "H", "H", "H", "H", "H"], "positions_angstrom": [[1.42, 0.80, 0.74], [-5.31, -0.66, 4.69], [-4.17, -1.17, 3.46], [-4.28, -2.44, 2.90], [-3.41, -2.84, 1.91], [-2.37, -2.00, 1.46], [-1.62, -2.32, 0.45], [-2.23, -0.75, 2.14], [-1.09, 0.10, 1.71], [0.03, -0.23, 2.24], [-3.16, -0.31, 3.06], [-5.07, -3.09, 3.24], [-3.52, -3.81, 1.44], [-1.24, 1.19, 1.65], [-3.07, 0.67, 3.51], [1.81, 0.32, 5.53], [2.65, 0.07, 4.43], [2.50, -0.95, 3.62], [1.50, -1.82, 3.84], [0.58, -1.64, 4.89], [0.76, -0.54, 5.74], [-0.56, -2.50, 5.00], [-0.78, -3.47, 4.08], [0.15, -3.70, 3.01], [-0.06, -4.68, 2.03], [0.87, -4.85, 1.04], [2.02, -4.05, 1.06], [2.24, -3.12, 1.96], [1.31, -2.91, 2.91], [1.95, 1.20, 6.14], [3.44, 0.77, 4.19], [0.05, -0.36, 6.54], [-1.27, -2.33, 5.80], [-1.67, -4.09, 4.13], [-0.97, -5.27, 2.07], [0.73, -5.59, 0.26], [2.78, -4.17, 0.29], [5.41, 4.63, -0.01], [5.31, 3.14, 0.19], [6.29, 2.27, -0.28], [6.19, 0.92, -0.01], [5.09, 0.47, 0.72], [4.99, -1.32, 1.24], [4.11, 1.27, 1.11], [4.22, 2.58, 0.84], [6.32, 5.02, 0.45], [4.56, 5.14, 0.45], [5.43, 4.89, -1.07], [7.13, 2.65, -0.84], [6.94, 0.21, -0.35], [3.42, 3.21, 1.23], [0.69, 4.11, 4.81], [1.24, 3.20, 3.57], [1.66, 2.55, 2.69], [-5.93, 2.32, -4.62], [-4.79, 1.66, -3.90], [-3.47, 2.00, -4.21], [-2.38, 1.40, -3.58], [-0.99, 1.74, -4.04], [-2.68, 0.47, -2.60], [-0.79, -0.43, -0.77], [1.03, -1.25, -0.39], [1.75, -1.80, -1.39], [2.99, -1.74, -1.37], [1.08, -2.45, -2.57], [1.52, -2.18, -3.86], [0.82, -2.65, -4.95], [-0.33, -3.42, -4.77], [-0.76, -3.71, -3.48], [-0.07, -3.22, -2.39], [-0.10, 1.92, -0.89], [-1.15, 2.73, -0.49], [-0.98, 4.10, -0.41], [0.26, 4.66, -0.72], [1.30, 3.85, -1.14], [1.15, 2.47, -1.23], [2.16, 1.51, -1.82], [-3.95, 0.08, -2.25], [-4.23, -0.92, -1.16], [-5.01, 0.70, -2.93], [-5.93, 2.06, -5.68], [-5.87, 3.41, -4.56], [-6.89, 2.02, -4.20], [-3.29, 2.74, -4.99], [-0.97, 1.80, -5.13], [-0.28, 0.98, -3.73], [-0.66, 2.70, -3.65], [2.42, -1.59, -3.98], [1.16, -2.43, -5.95], [-0.88, -3.78, -5.63], [-1.65, -4.31, -3.33], [-0.43, -3.42, -1.38], [-2.13, 2.28, -0.32], [-1.80, 4.74, -0.11], [0.40, 5.73, -0.64], [2.25, 4.32, -1.41], [2.30, 1.72, -2.88], [1.63, 0.55, -1.77], [3.15, 1.37, -1.37], [-3.58, -1.79, -1.22], [-5.27, -1.25, -1.20], [-4.06, -0.50, -0.16], [-6.03, 0.41, -2.68]], "mulliken_charge": [1.8730, -0.2877, -0.0394, -0.6028, -0.9785, 1.1850, -0.7187, 0.0339, -0.5163, -0.2599, -0.7392, 0.3732, 0.3582, 0.6990, 0.5336, -0.6159, -0.5575, -0.2028, -0.7444, 1.7509, -0.7984, -0.9529, -0.6829, 1.7240, -0.5674, -0.4327, -0.6297, -0.2362, -0.3881, 0.5078, 0.4081, 0.3785, 0.3747, 0.3493, 0.3127, 0.4161, 0.4524, -1.6797, 0.6185, -0.5155, -0.8534, 0.0493, -0.0074, 0.1587, -0.2166, 0.4357, 0.3507, 0.3375, 0.4127, 0.4506, 0.4345, -0.4804, 0.0161, -0.6149, -1.6164, 0.8172, -0.6800, 1.0728, -1.4716, -0.3950, 0.3177, 0.8674, -0.3047, -0.7578, 0.0799, -0.9787, -0.7079, -0.5015, -0.7299, 0.5599, 1.7279, -1.5984, -1.0373, -0.8725, -1.2784, 0.9437, -0.9452, 1.0763, -1.2389, -0.8770, 0.3231, 0.3526, 0.3395, 0.4312, 0.6053, -0.0835, 0.1941, 0.4856, 0.3956, 0.4003, 0.4336, 0.2731, 0.4111, 0.4285, 0.3904, 0.5013, 0.6225, 0.3673, 0.0000, 0.1455, 0.3980, 0.1484, 0.2895], "de_lowest_ev": 5.179, "s2": 0.769, "e_homo_ev": [-4.86, -5.03], "e_tot_ev": -166602.3718, "multiplicity": 2, "charge": -1, "lumo_ev": [2.1, 1.6]}



{"formula": "C7H13N4", "method": "wB97M-V/def2-TZVPD", "symbols": ["C", "C", "C", "C", "C", "C", "C", "N", "N", "N", "N", "H", "H", "H", "H", "H", "H", "H", "H", "H", "H", "H", "H", "H"], "positions_angstrom": [[3.01, -0.47, 1.31], [2.41, -0.46, -0.94], [-0.50, -0.54, -0.15], [-1.15, 1.23, -1.92], [-1.60, 1.68, 0.45], [-0.22, -2.22, 1.63], [-0.68, 0.94, -0.46], [3.15, -0.41, 2.39], [1.96, -0.45, -2.02], [2.45, -0.77, 0.21], [-0.26, -0.88, 1.05], [1.79, 0.45, -2.60], [-0.78, -1.30, -0.94], [-1.54, 0.41, -2.43], [-0.31, 1.51, -2.52], [-1.96, 1.94, -2.12], [-2.63, 1.63, 0.27], [-1.45, 2.81, 0.53], [-1.39, 1.31, 1.50], [-1.22, -2.58, 1.79], [0.23, -2.84, 0.92], [0.44, -2.17, 2.54], [0.40, 1.34, -0.35], [-0.15, -0.16, 1.86]], "nbo_charge": [0.3878, 0.7191, 0.3156, -0.6159, -0.6008, -0.4275, -0.3185, -0.3037, -0.6594, -0.5804, -0.4175, 0.4474, 0.2546, 0.2214, 0.2128, 0.2508, 0.2395, 0.2614, 0.1852, 0.2433, 0.2298, 0.2553, 0.2470, 0.4527], "de_lowest_ev": 4.779, "e_homo_ev": -13.94, "e_tot_ev": -13419.9136, "charge": 1, "lumo_ev": -4.6}



| no. | largest force on an atom (eV/Å) |
| --- | --- |
| 1 | 3.68 |
| 2 | 10.04 |
| 3 | 4.77 |
| 4 | 8.61 |